{
  "formula": "C39H64FN3O4PS2W",
  "method": "ωB97M-V/def2-TZVPD",
  "de_lowest_kcal_mol": 84.7,
  "fmax_ev_per_a": 3.335,
  "multiplicity": 2,
  "s2": 0.756,
  "e_homo_ev": [-7.5, -8.3],
  "total_energy_ha": -3294.47037,
  "lumo_ev": [-1.4, -1.4],
  "gap_ev": [6.10, 6.91],
  "elements": ["W", "C", "N", "C", "C", "C", "N", "C", "C", "C", "C", "C", "C", "C", "O", "C", "C", "C", "C", "C", "C", "C", "C", "C", "C", "C", "C", "C", "C", "C", "O", "C", "C", "C", "C", "C", "C", "C", "C", "H", "H", "H", "H", "H", "H", "H", "H", "H", "H", "H", "H", "H", "H", "H", "H", "H", "H", "H", "H", "H", "H", "H", "H", "H", "H", "H", "H", "H", "H", "H", "H", "H", "H", "H", "H", "H", "H", "H", "H", "H", "H", "H", "H", "H", "H", "H", "H", "H", "H", "H", "H", "H", "H", "C", "C", "O", "P", "S", "S", "O", "C", "C", "H", "H", "H", "H", "H", "H", "H", "H", "H", "H", "N", "C", "F"],
  "coordinates": [[-1.368, 0.201, -0.430], [-1.628, -4.514, 0.329], [-0.320, -3.930, 0.092], [0.656, -4.982, -0.115], [0.048, -3.030, 1.174], [1.281, -2.184, 0.884], [1.089, -0.995, 0.001], [1.527, -1.381, -1.351], [1.607, -0.307, -2.421], [2.500, -0.556, -3.455], [2.667, 0.334, -4.499], [1.949, 1.523, -4.438], [1.077, 1.860, -3.410], [0.851, 0.874, -2.420], [-0.048, 1.008, -1.404], [0.433, 3.258, -3.460], [1.342, 4.248, -4.209], [0.199, 3.836, -2.057], [-0.898, 3.171, -4.214], [3.573, 0.055, -5.695], [4.416, -1.208, -5.502], [2.677, -0.145, -6.928], [4.520, 1.240, -5.934], [1.899, 0.136, 0.516], [1.567, 0.424, 1.953], [2.564, 0.353, 2.914], [2.262, 0.467, 4.258], [0.936, 0.726, 4.586], [-0.101, 0.832, 3.666], [0.224, 0.616, 2.306], [-0.686, 0.534, 1.300], [-1.512, 1.103, 4.198], [-2.228, -0.245, 4.366], [-2.301, 2.013, 3.249], [-1.473, 1.798, 5.568], [3.288, 0.259, 5.369], [3.372, 1.526, 6.233], [4.680, -0.061, 4.823], [2.828, -0.926, 6.236], [-1.619, -5.226, 1.173], [-1.960, -5.038, -0.568], [-2.342, -3.724, 0.551], [0.810, -5.596, 0.790], [1.618, -4.570, -0.421], [0.303, -5.632, -0.917], [0.238, -3.602, 2.103], [-0.788, -2.357, 1.375], [2.063, -2.827, 0.467], [1.640, -1.831, 1.847], [0.859, -2.180, -1.681], [2.537, -1.813, -1.280], [3.057, -1.483, -3.425], [2.082, 2.229, -5.243], [2.371, 4.193, -3.851], [0.974, 5.262, -4.050], [1.335, 4.069, -5.285], [1.123, 3.821, -1.473], [-0.565, 3.292, -1.515], [-0.137, 4.871, -2.137], [-0.738, 2.828, -5.238], [-1.385, 4.148, -4.246], [-1.573, 2.475, -3.726], [3.785, -2.093, -5.417], [5.047, -1.135, -4.615], [5.065, -1.348, -6.368], [1.987, -0.973, -6.759], [3.282, -0.370, -7.808], [2.088, 0.750, -7.132], [5.118, 1.441, -5.044], [3.973, 2.148, -6.186], [5.194, 1.015, -6.763], [1.685, 1.018, -0.084], [2.971, -0.084, 0.415], [3.577, 0.161, 2.582], [0.694, 0.829, 5.633], [-2.310, -0.760, 3.412], [-3.237, -0.094, 4.756], [-1.675, -0.879, 5.062], [-2.624, 1.470, 2.371], [-1.696, 2.864, 2.931], [-3.195, 2.396, 3.743], [-1.121, 1.131, 6.356], [-2.483, 2.109, 5.836], [-0.836, 2.683, 5.543], [3.645, 2.386, 5.619], [4.122, 1.402, 7.016], [2.415, 1.739, 6.709], [5.060, 0.751, 4.201], [4.671, -0.982, 4.236], [5.371, -0.203, 5.654], [1.860, -0.728, 6.696], [3.551, -1.115, 7.032], [2.736, -1.828, 5.628], [-5.680, -3.457, -0.725], [-5.312, -2.656, -1.963], [-4.269, -1.693, -1.741], [-4.313, -0.346, -0.881], [-3.344, -0.837, 0.898], [-2.760, 0.508, -2.503], [-5.892, -0.410, -0.497], [-6.446, 0.332, 0.607], [-6.374, 1.833, 0.425], [-6.235, -4.346, -1.026], [-6.301, -2.866, -0.054], [-4.785, -3.761, -0.185], [-6.186, -2.146, -2.370], [-4.895, -3.309, -2.729], [-5.927, 0.032, 1.520], [-7.484, 0.002, 0.666], [-5.339, 2.175, 0.416], [-6.896, 2.317, 1.251], [-6.844, 2.132, -0.512], [-3.137, 2.945, 0.020], [-2.365, 2.091, -0.071], [-1.310, -1.479, -1.127]],
  "lowdin_spin": [0.73, 0.00, 0.00, 0.00, 0.00, 0.00, 0.00, 0.00, 0.01, 0.00, 0.00, 0.00, 0.00, 0.01, 0.11, 0.00, 0.00, 0.00, 0.00, 0.00, 0.00, 0.00, 0.00, 0.00, 0.00, 0.00, 0.00, 0.00, 0.00, 0.00, 0.02, 0.00, 0.00, 0.00, 0.00, 0.00, 0.00, 0.00, 0.00, 0.00, 0.00, 0.00, 0.00, 0.00, 0.00, 0.00, 0.00, 0.00, 0.00, 0.00, 0.00, 0.00, 0.00, 0.00, 0.00, 0.00, 0.00, 0.00, 0.00, 0.00, 0.00, 0.00, 0.00, 0.00, 0.00, 0.00, 0.00, 0.00, 0.00, 0.00, 0.00, 0.00, 0.00, 0.00, 0.00, 0.00, 0.00, 0.00, 0.00, 0.00, 0.00, 0.00, 0.00, 0.00, 0.00, 0.00, 0.00, 0.00, 0.00, 0.00, 0.00, 0.00, 0.00, 0.00, 0.00, 0.01, 0.04, 0.00, -0.02, 0.03, 0.00, 0.00, 0.00, 0.00, 0.00, 0.00, 0.00, 0.00, 0.00, 0.00, 0.00, 0.00, 0.02, 0.00, 0.02]
}